[1]
C4H10ClMgO2 as an isolated structure at a distorted geometry, computed with ωB97M-V/def2-TZVPD.

Summary:
E_LUMO ... -0.348 Ha
Energy above the lowest of the compared OMol25 structures with the same formula, charge and spin ... 814.3 kJ/mol
Orbital gap ... 1.33 eV
HOMO ... -10.785 eV

Structure (ORCA input):
```
! wB97M-V def2-TZVPD RIJCOSX def2/J DEFGRID3
* xyz 1 1
Mg 9.6141 1.5516 -2.4800
Cl 6.0623 0.6066 -2.5584
C -2.4305 0.3162 -0.6745
O -1.3704 -0.3986 -1.1896
C -0.0722 0.1608 -0.8655
C 0.2542 0.3396 0.6660
O 0.1609 -0.8899 1.4381
C -1.1865 -1.3273 1.8096
H -2.5256 1.2773 -1.1797
H -2.2810 0.5795 0.3726
H -3.3924 -0.1960 -0.6974
H 0.0917 1.1204 -1.3558
H 0.6124 -0.5858 -1.2680
H -0.2357 1.2013 1.1194
H 1.2903 0.6611 0.7726
H -1.8044 -1.8882 1.1084
H -1.6848 -0.5114 2.3330
H -1.1024 -2.0171 2.6493
*
```

Atomic partial charges in e from the Mulliken method, atoms 1 to 8: atom 1 (Mg): 1.2329, atom 2 (Cl): -0.2329, atom 3 (C): -0.7227, atom 4 (O): -0.3341, atom 5 (C): -0.3517, atom 6 (C): -0.6177, atom 7 (O): -0.3597, atom 8 (C): -0.7008

***

[2]
A 2-piece molecular cluster, C5H17N2O overall at a distorted geometry, computed with ωB97M-V/def2-TZVPD.

Summary:
E_LUMO (spin up / spin down) ... 0.023 / 0.018 Ha
Energy above the lowest of the compared OMol25 structures with the same formula, charge and spin ... 164.3 kJ/mol
Orbital gap (spin up / spin down) ... 3.31 / 10.61 eV
HOMO (spin up / spin down) ... -2.689 / -10.115 eV

Structure (ORCA input):
```
! wB97M-V def2-TZVPD RIJCOSX def2/J DEFGRID3
* xyz 0 2
C -1.1745 1.2414 -0.3588
N -1.5971 -0.0764 -0.8575
C -0.9416 -0.4673 -2.0881
C -1.2943 -1.9106 -2.4682
C 0.2465 1.1847 0.1801
N 0.3827 -0.0107 1.0822
C 0.2775 0.3015 2.5156
H -1.2071 1.9560 -1.1972
H -1.8302 1.6323 0.4092
H -2.5908 0.0368 -1.0171
H -1.2726 0.1334 -2.9474
H 0.1207 -0.2973 -2.1530
H -0.5875 -2.2944 -3.1908
H -2.1525 -1.8984 -3.1200
H -1.4372 -2.5890 -1.6386
H 0.6225 2.0761 0.6723
H 0.9381 1.0319 -0.6495
H 1.3459 -0.3954 0.8942
H -0.3432 -0.6707 0.7748
H 0.8723 -0.4151 3.0708
H -0.7680 0.3373 2.8082
H 0.6468 1.3006 2.7136
H 3.1513 0.0424 2.4213
H 3.6883 -0.7648 1.2821
O 3.1925 0.0631 1.4421
*
```

Atomic partial charges in e from the Mulliken method, atoms 1 to 8: atom 1 (C): -0.7571, atom 2 (N): -0.4160, atom 3 (C): -0.5723, atom 4 (C): -1.3228, atom 5 (C): -1.0531, atom 6 (N): 0.3248, atom 7 (C): -2.1422, atom 8 (H): 0.4006

***

[3]
A 2-piece molecular cluster, C4H10I2Si overall at a distorted geometry, computed with ωB97M-V/def2-TZVPD.

Summary:
E_LUMO (spin up / spin down) ... -0.054 / -0.054 Ha
Energy above the lowest of the compared OMol25 structures with the same formula, charge and spin ... 157.1 kJ/mol
Orbital gap (spin up / spin down) ... 6.94 / 6.94 eV
HOMO (spin up / spin down) ... -8.398 / -8.399 eV

Structure (ORCA input):
```
! wB97M-V def2-TZVPD RIJCOSX def2/J DEFGRID3
* xyz 0 1
C -1.2535 -1.1275 -0.3515
C -0.1847 0.3619 -2.0700
C 0.5750 0.4171 2.4629
C -0.6455 0.2460 -0.6203
Si 0.7758 0.6059 0.5922
I 2.9804 -2.0363 0.0902
I 2.0083 2.6564 -0.0096
H -0.5216 -1.9104 -0.5301
H -1.6099 -1.2172 0.6710
H -2.0969 -1.2956 -1.0162
H -1.0124 0.1350 -2.7426
H 0.6222 -0.3411 -2.2749
H 0.1649 1.3669 -2.2994
H 1.1837 -0.4018 2.8337
H 0.8899 1.3222 2.9737
H -0.4573 0.2125 2.7319
H -1.4183 1.0060 -0.4412
*
```

Atomic partial charges in e from the Mulliken method, atoms 1 to 8: atom 1 (C): -1.3295, atom 2 (C): -1.4008, atom 3 (C): -1.0090, atom 4 (C): 0.4270, atom 5 (Si): 0.3522, atom 6 (I): -0.4122, atom 7 (I): -0.0937, atom 8 (H): 0.3326

***

[4]
One molecule with the formula C5H10O2, computed with ωB97M-V/def2-TZVPD.

Summary:
E_LUMO ... 0.032 Ha
Energy above the lowest of the compared OMol25 structures with the same formula, charge and spin ... 149.0 kJ/mol
Orbital gap ... 10.54 eV
HOMO ... -9.664 eV
Structure (SMILES) ... C[C@@H](O)CCC=O

Structure (ORCA input):
```
! wB97M-V def2-TZVPD RIJCOSX def2/J DEFGRID3
* xyz 0 1
C -1.5630 0.3952 -0.0932
C -0.6880 -0.7854 -0.5121
O -0.0549 -0.5911 -1.7781
C 0.4498 -1.1303 0.4584
C 1.1684 0.0795 1.1035
C 1.2642 1.3422 0.2640
O 1.1046 2.4521 0.7204
H -2.1393 0.1473 0.8036
H -0.9962 1.3005 0.1306
H -2.2727 0.6441 -0.8898
H -1.3423 -1.6663 -0.5964
H -0.3981 0.1923 -2.2178
H 0.0738 -1.7784 1.2626
H 1.1545 -1.7383 -0.1265
H 2.2093 -0.2027 1.3324
H 0.7003 0.3637 2.0564
H 1.4798 1.1939 -0.8178
*
```

Atomic partial charges in e from the Mulliken method, atoms 1 to 8: atom 1 (C): -1.3794, atom 2 (C): 0.2272, atom 3 (O): -0.5543, atom 4 (C): -0.7171, atom 5 (C): -0.4873, atom 6 (C): -0.0968, atom 7 (O): -0.4984, atom 8 (H): 0.3379

***

[5]
C8H24ClIN5P2Tl as an isolated structure at a distorted geometry, computed with ωB97M-V/def2-TZVPD.

Summary:
E_LUMO ... -0.313 Ha
Orbital gap ... 6.90 eV
HOMO ... -15.428 eV

Structure (ORCA input):
```
! wB97M-V def2-TZVPD RIJCOSX def2/J DEFGRID3
* xyz 2 1
C -2.5969 1.7724 -5.0469
I -1.3277 0.9023 -3.5446
H -3.5498 2.0412 -4.5874
H -2.7303 1.0169 -5.8247
H -2.0809 2.6522 -5.4378
Tl -0.4930 0.3858 -0.4226
P -1.4309 -2.0284 -0.2994
C -0.6154 -3.1808 -1.4466
C -1.5114 -2.8454 1.3239
H -2.0931 -3.7769 1.2575
H -3.6785 -2.7153 -0.9331
H -1.9910 -2.1552 2.0347
H -3.6352 -1.0670 -0.1996
H 0.3991 -3.3780 -1.0580
H -0.4920 -3.0667 1.6787
C -3.1352 -1.7619 -0.8934
H -1.1789 -4.1238 -1.5216
H -3.1043 -1.3035 -1.8960
H -0.5449 -2.7051 -2.4393
P 0.7614 2.4555 0.4960
C 2.3131 2.8166 -0.3783
C -0.4257 3.7830 0.1014
H 0.2058 2.3013 2.8343
H 1.4625 3.5594 2.5555
H 1.9046 1.8190 2.5286
C 1.1214 2.5514 2.2776
H -1.3676 3.5759 0.6343
H -0.0237 4.7573 0.4091
H 2.6810 3.8175 -0.1068
H 2.1301 2.7671 -1.4648
H -0.6205 3.7854 -0.9835
H 3.0560 2.0504 -0.0943
Cl -2.0358 0.7910 1.5667
N 2.9336 -2.6040 3.5770
N 2.6606 -1.8391 2.4583
N 3.6075 -1.6481 1.5087
C 2.8751 -1.0357 0.5646
N 1.5846 -0.8766 0.8919
N 1.4334 -1.4364 2.1202
H 2.2806 -2.5805 4.3502
H 3.9167 -2.7477 3.7674
H 3.3355 -0.7255 -0.3579
*
```

Atomic partial charges in e from the Mulliken method, atoms 1 to 8: atom 1 (C): -0.7816, atom 2 (I): 0.1611, atom 3 (H): 0.3135, atom 4 (H): 0.2922, atom 5 (H): 0.2876, atom 6 (Tl): 1.1675, atom 7 (P): 0.3336, atom 8 (C): -1.0717

***

[6]
One molecule with the formula C3H5FN2S at a distorted geometry, computed with ωB97M-V/def2-TZVPD.

Summary:
E_LUMO ... 0.009 Ha
Energy above the lowest of the compared OMol25 structures with the same formula, charge and spin ... 172.6 kJ/mol
Orbital gap ... 8.98 eV
HOMO ... -8.730 eV
Structure (SMILES) ... NN(C=S)/C=C\F

Structure (ORCA input):
```
! wB97M-V def2-TZVPD RIJCOSX def2/J DEFGRID3
* xyz 0 1
C -1.0184 -1.6117 0.0732
C 0.1713 0.3492 -0.8626
C 1.0052 1.3207 -0.7804
H -0.4468 1.0668 1.6191
H 0.7577 0.0078 1.6330
H -1.2356 -2.0748 1.0248
H -0.0966 -0.0800 -1.8117
H 1.4394 1.8264 -1.7061
N -0.2454 0.0710 1.5484
N -0.4282 -0.3649 0.2057
F 1.4225 1.8563 0.4239
S -1.3252 -2.3669 -1.3673
*
```

Atomic partial charges in e from the Mulliken method, atoms 1 to 8: atom 1 (C): -0.0288, atom 2 (C): -0.3390, atom 3 (C): -0.0219, atom 4 (H): 0.2965, atom 5 (H): 0.2816, atom 6 (H): 0.3403, atom 7 (H): 0.2418, atom 8 (H): 0.2861